# 1
Formula: C16H57FeO13
Source: the Open Molecules 2025 dataset
Level of theory: wB97M-V/def2-TZVPD

Each line ends with the Mulliken charge.
Atoms and positions in Å:
Fe -3.653 0.009 -1.069  0.763
C 0.494 -0.766 -0.376  -0.505
C -0.701 0.181 -0.189  1.944
O -1.646 0.098 -1.235  0.316
H 0.109 -1.786 -0.322  -0.155
H 1.228 -0.659 0.422  0.044
H 0.964 -0.608 -1.347  0.187
H -0.330 1.213 -0.114  -0.642
H -1.187 -0.049 0.768  -0.931
C -0.758 -1.555 3.448  -0.102
C -1.512 -2.865 3.316  -0.481
O -1.068 -3.830 4.253  -0.527
H -1.244 -0.754 2.888  -0.267
H 0.254 -1.648 3.046  -0.002
H -0.653 -1.212 4.478  0.476
H -1.551 -3.229 2.283  0.131
H -2.572 -2.687 3.550  0.474
H -1.811 -4.386 4.496  0.311
C -2.300 3.592 -2.149  -0.716
C -3.678 3.201 -1.676  -0.081
O -3.934 1.821 -2.063  -0.395
H -1.487 3.062 -1.655  -0.159
H -2.073 4.646 -1.966  0.396
H -2.208 3.492 -3.233  0.474
H -4.492 3.755 -2.147  0.305
H -3.751 3.295 -0.596  0.089
H -3.880 1.773 -3.029  0.299
C 2.859 -4.004 -4.763  -1.404
C 1.769 -3.746 -3.740  0.123
O 1.720 -2.368 -3.409  -0.390
H 2.588 -3.566 -5.728  0.340
H 2.895 -5.057 -5.055  0.388
H 3.841 -3.696 -4.416  0.328
H 2.044 -4.320 -2.848  0.144
H 0.785 -4.056 -4.103  0.246
H 0.933 -2.208 -2.878  0.238
C 1.861 3.797 0.398  -0.650
C 1.408 4.230 -0.969  0.302
O 1.096 5.630 -0.962  -0.593
H 2.714 4.361 0.776  0.495
H 2.213 2.765 0.372  -0.069
H 1.046 3.944 1.111  0.070
H 0.578 3.604 -1.312  -0.255
H 2.242 4.138 -1.669  0.421
H 0.903 5.898 -1.864  0.317
C 2.049 1.030 3.172  -0.215
C 3.162 -0.005 3.265  -0.454
O 3.278 -0.523 4.571  -0.550
H 2.026 1.546 2.209  -0.056
H 2.093 1.860 3.881  0.573
H 1.066 0.576 3.323  -0.125
H 4.094 0.477 2.951  0.348
H 2.971 -0.809 2.547  0.215
H 3.387 -1.475 4.545  0.320
C 0.299 -4.716 -0.245  -0.712
C 0.557 -4.898 1.247  0.020
O 1.669 -5.736 1.509  -0.578
H 1.137 -4.158 -0.657  0.102
H -0.658 -4.210 -0.390  0.090
H 0.168 -5.675 -0.749  0.500
H -0.303 -5.368 1.738  0.263
H 0.718 -3.875 1.610  -0.053
H 1.800 -5.699 2.462  0.337
C -1.810 3.709 1.709  -0.912
C -1.616 2.979 3.024  -0.019
O -2.311 1.728 3.014  -0.542
H -2.859 3.751 1.405  0.345
H -1.315 3.176 0.887  -0.045
H -1.386 4.710 1.669  0.492
H -2.027 3.560 3.855  0.442
H -0.556 2.819 3.235  0.038
H -2.442 1.424 3.916  0.264
O -3.804 0.683 0.892  -0.444
H -3.137 1.106 1.486  0.360
H -4.614 0.637 1.421  0.257
O -0.523 1.001 -3.822  -0.738
H -0.985 0.756 -3.000  0.103
H -0.509 0.194 -4.354  0.304
O -1.019 -2.563 -2.728  -0.595
H -1.371 -1.750 -2.330  0.121
H -1.610 -3.262 -2.424  0.274
O 2.069 1.736 -3.234  -0.545
H 2.373 2.093 -4.074  0.267
H 1.110 1.579 -3.360  0.387
O 3.305 0.612 -0.921  -0.648
H 2.538 0.236 -0.471  0.266
H 2.931 1.293 -1.504  0.246

Net charge: +1
LUMO (spin up / spin down) (eV): -5.32 / -5.42
Electronic energy (hartree): -2885.28228
Orbital gap (spin up / spin down) (eV): 6.059 / 5.963
HOMO energy (spin up / spin down) (eV): -11.382 / -11.382
2S+1: 5



# 2
Formula: C16H6Cl3F5GeIO4S2Sn
Source: the Open Molecules 2025 dataset
Level of theory: wB97M-V/def2-TZVPD

Each line ends with the Mulliken charge.
Atoms and positions in Å:
Sn 0.547 0.887 -0.126  0.858
F -5.807 2.151 -2.677  -0.290
C -4.550 1.718 -2.626  0.694
C -3.960 1.437 -1.408  -0.372
F -4.649 1.597 -0.281  -0.285
C -2.657 0.983 -1.383  0.269
F -2.112 0.733 -0.169  -0.140
C -1.892 0.808 -2.529  0.358
S -0.228 0.259 -2.491  -0.369
C -2.519 1.104 -3.736  0.238
F -1.856 0.960 -4.883  -0.325
C -3.828 1.547 -3.794  0.207
F -4.399 1.818 -4.965  -0.277
O 0.974 2.129 4.032  -0.570
S 0.931 1.919 2.626  1.091
O 1.812 0.894 2.054  -0.511
O -0.415 1.736 2.020  -0.583
O 1.417 3.293 1.907  -0.239
I 3.342 0.385 -1.009  -0.030
C 3.137 -1.497 -0.137  0.288
C 4.264 -2.263 -0.122  -0.630
C 4.210 -3.567 0.414  -0.627
C 3.032 -4.044 0.898  -0.832
C 1.858 -3.253 0.891  0.966
C 0.652 -3.790 1.409  -0.766
C -0.480 -3.039 1.444  -1.103
C -0.451 -1.711 0.964  -0.360
C 0.679 -1.152 0.427  0.667
C 1.877 -1.928 0.379  0.238
H 5.196 -1.886 -0.518  0.380
H 5.105 -4.174 0.432  0.389
H 2.972 -5.046 1.305  0.375
H 0.655 -4.807 1.780  0.368
H -1.398 -3.445 1.845  0.405
H -1.362 -1.130 1.050  0.454
Cl -1.099 4.813 3.424  -0.220
Ge 0.255 4.652 1.821  0.841
Cl -0.744 4.535 -0.052  -0.281
Cl 1.490 6.374 1.781  -0.275

Net charge: 0
LUMO (spin up / spin down) (eV): -0.26 / -2.79
Electronic energy (hartree): -6179.57985
Orbital gap (spin up / spin down) (eV): 8.263 / 5.995
Energy above the lowest of the compared OMol25 structures with the same formula, charge and spin (kJ/mol): 44.6
HOMO energy (spin up / spin down) (eV): -8.521 / -8.783
2S+1: 2



# 3
Formula: C16H8Cl4N2O2Se2V
Source: the Open Molecules 2025 dataset
Level of theory: wB97M-V/def2-TZVPD

Each line ends with the Mulliken charge.
Atoms and positions in Å:
V -0.183 -0.152 0.415  -0.092
Cl 2.910 1.802 -5.223  -0.193
C 2.520 1.517 -3.571  0.448
C 3.368 1.983 -2.559  0.314
Cl 4.800 2.848 -2.965  -0.194
C 3.063 1.755 -1.219  -0.022
Cl 4.062 2.319 0.065  -0.199
C 1.909 1.053 -0.903  0.547
O 1.467 0.757 0.309  -0.765
C 1.060 0.598 -1.914  0.587
O -0.012 -0.028 -1.443  -0.761
C 1.357 0.820 -3.250  -0.146
Cl 0.280 0.224 -4.453  -0.197
Se -2.697 0.020 0.425  -0.261
Se 0.414 -1.438 2.504  -0.261
C -0.012 -2.779 1.248  0.606
C -0.037 -4.162 1.397  -0.692
C -0.379 -4.929 0.302  -0.034
C -0.686 -4.322 -0.916  -0.801
C -0.643 -2.949 -0.992  -0.273
N -0.315 -2.213 0.074  0.087
C -2.119 1.495 1.455  0.594
C -2.860 2.473 2.110  -0.693
C -2.177 3.462 2.790  -0.020
C -0.781 3.468 2.810  -0.815
C -0.112 2.469 2.142  -0.260
N -0.780 1.511 1.489  0.083
H 0.209 -4.607 2.351  0.403
H -0.405 -6.008 0.389  0.382
H -0.950 -4.904 -1.787  0.406
H -0.857 -2.400 -1.900  0.513
H -3.939 2.446 2.077  0.406
H -2.729 4.236 3.307  0.386
H -0.226 4.236 3.328  0.405
H 0.968 2.406 2.101  0.511

Net charge: 0
LUMO (spin up / spin down) (eV): -1.52 / -0.83
Electronic energy (hartree): -8462.25454
Orbital gap (spin up / spin down) (eV): 6.603 / 7.351
Energy above the lowest of the compared OMol25 structures with the same formula, charge and spin (kJ/mol): 0.0
HOMO energy (spin up / spin down) (eV): -8.123 / -8.176
2S+1: 2



# 4
Formula: C16H8Cl52FNO2S2
Source: the Open Molecules 2025 dataset
Level of theory: wB97M-V/def2-TZVPD

Each line ends with the Mulliken charge.
Atoms and positions in Å:
C 4.939 -3.155 -1.298  -0.829
C 4.303 -2.286 -2.402  -0.417
C 2.848 -1.867 -2.088  -0.725
N 2.157 -2.729 -1.097  0.181
S 0.924 -1.930 -0.193  -0.143
S 1.630 -4.145 -1.764  1.104
O 0.294 -4.076 -2.220  -0.565
O 2.555 -4.657 -2.693  -0.582
F 1.644 -5.076 -0.527  -0.205
H 6.005 -2.920 -1.282  0.410
H 4.528 -2.953 -0.320  -0.130
H 4.853 -4.196 -1.600  0.409
H 4.874 -1.358 -2.473  0.388
H 4.383 -2.760 -3.377  0.350
H 2.904 -0.887 -1.624  0.357
H 2.287 -1.728 -3.017  0.432
H -0.183 -2.032 -0.969  -0.004
C -2.317 -1.867 2.629  0.132
Cl -1.443 -0.832 1.488  -0.031
Cl -3.694 -2.610 1.811  -0.015
Cl -1.236 -3.127 3.231  -0.091
Cl -2.892 -0.882 3.980  0.009
C -3.224 0.276 -1.948  0.250
Cl -3.599 0.932 -3.543  -0.005
Cl -2.399 1.509 -0.991  -0.070
Cl -4.709 -0.215 -1.130  -0.072
Cl -2.165 -1.147 -2.126  0.005
C 6.143 0.430 0.284  0.211
Cl 5.595 -1.037 1.107  0.012
Cl 6.538 1.659 1.505  -0.021
Cl 7.586 0.069 -0.669  -0.101
Cl 4.869 1.018 -0.788  -0.133
C -6.643 -4.516 -0.783  0.275
Cl -8.363 -4.460 -1.187  -0.103
Cl -5.958 -2.888 -0.887  0.001
Cl -6.443 -5.132 0.862  -0.102
Cl -5.804 -5.577 -1.917  -0.095
C 3.708 5.156 0.752  0.098
Cl 4.503 6.198 -0.434  -0.110
Cl 2.166 4.584 0.096  -0.097
Cl 4.749 3.763 1.101  0.111
Cl 3.412 6.074 2.232  0.024
C -0.330 -0.221 -6.266  0.255
Cl -0.998 -0.436 -4.650  0.023
Cl 1.431 -0.068 -6.189  -0.109
Cl -0.758 -1.611 -7.269  -0.112
Cl -1.037 1.248 -6.960  -0.085
C -5.050 0.394 7.327  0.268
Cl -4.369 -0.852 8.379  -0.061
Cl -5.607 1.766 8.292  -0.049
Cl -3.811 0.946 6.189  -0.066
Cl -6.410 -0.287 6.428  -0.105
C -4.792 1.425 -8.457  0.237
Cl -4.352 1.222 -6.754  0.012
Cl -6.011 2.697 -8.598  -0.108
Cl -3.361 1.874 -9.401  -0.103
Cl -5.449 -0.091 -9.077  -0.053
C 1.056 8.420 4.819  0.304
Cl 1.020 10.068 4.186  -0.093
Cl 0.050 7.377 3.809  -0.088
Cl 2.720 7.820 4.805  -0.040
Cl 0.442 8.409 6.475  -0.094
C -7.767 -1.992 -12.204  0.354
Cl -8.999 -2.272 -13.439  -0.104
Cl -8.005 -3.122 -10.866  -0.096
Cl -6.163 -2.238 -12.904  -0.093
Cl -7.897 -0.336 -11.602  -0.073
C 5.385 -4.773 3.694  0.329
Cl 5.135 -4.011 5.267  -0.106
Cl 7.043 -5.371 3.583  -0.108
Cl 4.256 -6.118 3.502  -0.108
Cl 5.103 -3.584 2.413  -0.049
C 6.654 4.600 4.654  0.335
Cl 6.405 6.333 4.909  -0.087
Cl 5.125 3.851 4.192  -0.058
Cl 7.840 4.361 3.364  -0.095
Cl 7.251 3.864 6.146  -0.092
C -3.014 2.417 11.293  0.345
Cl -2.842 1.968 9.594  -0.025
Cl -4.729 2.612 11.684  -0.108
Cl -2.322 1.149 12.311  -0.103
Cl -2.168 3.940 11.590  -0.100

Net charge: 0
LUMO (eV): -0.16
Electronic energy (hartree): -25645.69586
Orbital gap (eV): 9.692
HOMO energy (eV): -9.854



# 5
Formula: C16H8Cl5F6N5OPbSbSe4
Source: the Open Molecules 2025 dataset
Level of theory: wB97M-V/def2-TZVPD

Each line ends with the Mulliken charge.
Atoms and positions in Å:
Pb 0.913 1.122 -0.196  1.209
Cl 0.245 4.056 0.849  -0.245
C -1.101 3.604 -0.192  1.287
C -1.183 2.297 -0.636  -1.933
C -2.280 2.014 -1.434  1.280
Cl -2.524 0.390 -2.022  -0.187
C -3.231 2.966 -1.796  -0.397
Cl -4.556 2.560 -2.818  -0.205
C -3.099 4.269 -1.324  0.719
Cl -4.261 5.469 -1.750  -0.208
C -2.025 4.597 -0.503  -0.635
Cl -1.862 6.205 0.102  -0.213
N 0.590 -2.759 -2.703  0.352
C 0.126 -1.601 -2.249  -0.041
N 0.771 -1.277 -1.143  0.477
C 1.645 -2.299 -0.977  0.250
N 1.573 -3.230 -1.904  -0.894
C 2.567 -2.356 0.166  0.190
C 3.095 -3.561 0.627  -0.265
N 3.889 -3.613 1.686  -0.654
C 4.145 -2.451 2.285  -0.255
C 3.630 -1.252 1.820  -0.393
N 2.846 -1.197 0.751  0.062
H 0.352 -3.188 -3.585  0.203
H -0.648 -1.046 -2.744  -0.259
H 2.854 -4.488 0.122  0.456
H 4.779 -2.475 3.163  0.392
H 3.850 -0.318 2.322  0.393
C 0.142 -0.729 3.920  -1.933
C -0.499 -0.196 2.632  1.351
O 0.446 0.387 1.842  -0.724
C -1.573 0.844 3.025  0.430
F -2.224 1.354 1.973  -0.118
F -0.995 1.872 3.671  -0.291
F -2.509 0.336 3.861  -0.301
C -1.149 -1.385 1.895  0.442
F -2.074 -2.030 2.637  -0.306
F -1.741 -1.022 0.749  -0.148
F -0.207 -2.299 1.582  -0.254
H 0.645 0.100 4.413  0.438
H 0.887 -1.474 3.648  0.357
H -0.584 -1.172 4.601  0.378
Se 2.171 0.320 -4.916  -0.407
Sb -0.279 0.508 -5.558  0.714
Se 0.707 1.533 -3.415  0.025
Se -1.433 -1.571 -5.359  -0.595
Se -0.830 2.188 -7.117  -0.546

Net charge: -1
LUMO (eV): 1.50
Electronic energy (hartree): -13902.74351
Orbital gap (eV): 7.032
HOMO energy (eV): -5.528